Below is 5 unconnected molecules or ions with the total composition CH14NO4, with properties calculated with ωB97M-V with the def2-TZVPD basis set.

XYZ file:
```
20
CH14NO4 ωB97M-V with the def2-TZVPD basis set
C -1.045 0.754 2.026
N -0.624 1.115 0.648
H -1.225 -0.305 2.388
H -0.204 0.872 2.735
H -1.849 1.489 2.222
H -1.192 0.839 -0.211
H 0.240 0.750 0.299
H -0.385 2.095 0.679
H 3.255 -0.656 -0.205
H 3.862 -0.821 1.328
O 3.089 -0.789 0.721
H -0.877 -2.477 -3.802
H -2.024 -3.416 -3.763
O -1.763 -2.534 -3.623
H -1.785 -1.190 -1.700
H -2.704 -0.099 -1.519
O -1.819 -0.395 -1.246
H 2.211 0.793 0.932
H 2.869 2.200 1.086
O 1.969 1.776 1.002
```

Values from the calculation:
Orbital gap (alpha / beta): 3.21 / 11.56 eV
E_HOMO (alpha / beta): -0.09100 / -0.40289 Ha
Relative energy (zero: lowest compared OMol25 entry of this formula, charge and spin): 27.84 kcal/mol
Spin multiplicity: 2
Energy: -402.0429 Ha

Below is 6 unconnected molecules or ions with the total composition CH14O5S, with properties calculated with ωB97M-V with the def2-TZVPD basis set.

XYZ file:
```
21
CH14O5S ωB97M-V with the def2-TZVPD basis set
C 2.500 -1.066 -1.758
S 1.360 -1.652 -0.501
H 2.437 0.015 -1.836
H 2.225 -1.523 -2.694
H 3.431 -1.119 -1.239
H 2.301 -1.542 0.556
O -2.715 2.405 -2.336
H -3.151 3.206 -2.735
H -3.273 1.646 -2.476
O -0.600 -1.286 2.442
H -0.244 -1.302 1.581
H -0.305 -0.555 2.943
O 1.681 1.511 1.895
H 1.941 2.228 2.501
H 0.994 1.756 1.225
O -0.013 1.306 -0.380
H 0.079 0.364 -0.735
H -0.939 1.224 -0.013
O -2.930 -0.302 0.736
H -2.184 -0.588 1.184
H -3.458 -0.044 1.449
```

Values from the calculation:
Orbital gap: 9.96 eV
E_HOMO: -0.34402 Ha
SMILES: CS.O.O.O.O.O
Relative energy (zero: lowest compared OMol25 entry of this formula, charge and spin): 28.64 kcal/mol
Energy: -820.8376 Ha

Below is 6 unconnected molecules or ions with the total composition CH14O6, with properties calculated with ωB97M-V with the def2-TZVPD basis set.

XYZ file:
```
21
CH14O6 ωB97M-V with the def2-TZVPD basis set
C 1.507 0.456 -2.543
O 0.643 -0.363 -1.716
H 0.822 1.062 -3.141
H 2.088 -0.241 -3.115
H 2.184 1.018 -1.996
H -0.292 -0.095 -1.554
O -0.797 1.829 0.139
H -0.891 0.824 0.193
H -0.364 2.026 1.012
O 0.846 0.289 2.193
H 0.516 -0.634 1.955
H 1.649 -0.101 2.640
O -1.020 -2.119 4.046
H -0.226 -1.653 3.854
H -1.484 -1.558 4.712
O -1.389 1.988 -3.191
H -1.367 1.930 -2.160
H -0.772 2.701 -3.446
O 0.287 -2.080 0.572
H -0.236 -2.721 0.078
H 0.772 -1.643 -0.123
```

Values from the calculation:
Orbital gap: 11.12 eV
E_HOMO: -0.39465 Ha
SMILES: CO.O.O.O.O.O
Relative energy (zero: lowest compared OMol25 entry of this formula, charge and spin): 32.32 kcal/mol
Energy: -497.8894 Ha

Below is 6 unconnected molecules or ions with the total composition CH14O6, with properties calculated with ωB97M-V with the def2-TZVPD basis set.

XYZ file:
```
21
CH14O6 ωB97M-V with the def2-TZVPD basis set
C 0.512 2.761 -1.154
O 0.800 1.892 -0.016
H 1.189 3.704 -1.188
H -0.539 3.035 -0.929
H 0.379 2.174 -2.080
H 1.646 1.440 -0.359
O 0.842 -1.172 -1.980
H -0.035 -0.995 -1.679
H 0.855 -1.204 -2.966
O -1.485 -1.581 -0.157
H -1.381 -0.853 0.468
H -2.253 -2.137 0.149
O -2.476 -3.622 4.145
H -3.398 -3.246 4.125
H -2.586 -4.211 4.992
O 2.925 0.904 -1.913
H 3.814 1.020 -2.206
H 2.603 0.069 -2.266
O -0.739 0.601 2.014
H 0.171 0.195 1.802
H -0.846 1.228 1.197
```

Values from the calculation:
Orbital gap: 10.90 eV
E_HOMO: -0.38160 Ha
SMILES: CO.O.O.O.O.O
Relative energy (zero: lowest compared OMol25 entry of this formula, charge and spin): 33.18 kcal/mol
Energy: -497.8880 Ha

Below is a molecular structure, CH15LiO7, with properties calculated with ωB97M-V with the def2-TZVPD basis set.

XYZ file:
```
24
CH15LiO7 ωB97M-V with the def2-TZVPD basis set
Li 0.063 0.677 -0.352
C -0.992 -0.842 1.258
O -0.192 -1.063 0.110
H -1.694 -1.659 1.200
H -1.398 0.161 1.081
H -0.535 -0.672 2.255
O 0.964 1.728 1.260
H 1.702 2.284 1.292
H 0.439 1.806 2.007
O 1.420 1.488 -1.712
H 2.372 1.174 -1.563
H 1.492 2.378 -1.512
O 1.712 -1.453 -1.642
H 1.439 -2.045 -1.056
H 2.510 -1.941 -1.803
O -0.952 1.627 -0.993
H -1.841 1.874 -0.669
H -1.100 1.654 -1.992
O -2.679 -0.956 -1.279
H -1.943 -1.014 -0.660
H -2.862 -0.078 -1.008
O 1.054 -1.954 1.857
H 0.710 -1.504 2.619
H 0.319 -1.664 1.313
```

Values from the calculation:
Orbital gap: 7.64 eV
E_HOMO: -0.29872 Ha
Relative energy (zero: lowest compared OMol25 entry of this formula, charge and spin): 38.21 kcal/mol
Energy: -581.2082 Ha

Below is 7 unconnected molecules or ions with the total composition CH16O6, with properties calculated with ωB97M-V with the def2-TZVPD basis set.

XYZ file:
```
23
CH16O6 ωB97M-V with the def2-TZVPD basis set
C -0.469 1.727 -1.305
H 0.126 1.672 -2.212
H -0.157 0.956 -0.612
H -1.506 1.543 -1.589
H -0.447 2.716 -0.859
O 1.474 -2.373 -0.655
H 1.901 -3.240 -0.700
H 1.957 -1.952 0.075
O -2.629 0.012 0.466
H -2.659 0.654 -0.247
H -2.220 -0.777 0.066
O -0.985 0.729 2.460
H -1.425 1.190 3.176
H -1.676 0.330 1.893
O 2.738 0.707 -0.531
H 2.279 0.425 0.278
H 2.146 1.337 -0.949
O -1.033 -1.535 -1.423
H -0.115 -1.832 -1.252
H -0.975 -0.771 -2.004
O 1.359 -0.615 1.620
H 1.760 -0.802 2.475
H 0.558 -0.101 1.829
```

Values from the calculation:
Orbital gap: 11.36 eV
E_HOMO: -0.39810 Ha
SMILES: C.O.O.O.O.O.O
Relative energy (zero: lowest compared OMol25 entry of this formula, charge and spin): 5.11 kcal/mol
Energy: -499.1438 Ha

Below is 7 unconnected molecules or ions with the total composition CH16O6, with properties calculated with ωB97M-V with the def2-TZVPD basis set.

XYZ file:
```
23
CH16O6 ωB97M-V with the def2-TZVPD basis set
C 0.717 3.756 4.196
H 0.557 3.963 5.247
H 1.598 3.149 3.934
H 0.486 4.560 3.509
H -0.074 3.044 3.945
H 1.955 1.490 0.191
H 1.670 0.148 -0.372
O 1.862 1.063 -0.701
H -2.782 0.160 -1.071
H -3.820 -0.863 -0.922
O -2.869 -0.767 -0.843
H -2.404 -3.391 -3.662
H -2.485 -1.938 -3.035
O -2.316 -2.446 -3.843
H 1.375 -1.686 0.849
H 2.625 -1.391 1.535
O 1.908 -0.911 1.120
H 1.482 0.548 -2.898
H 0.516 -0.579 -2.460
O 0.688 0.041 -3.208
H -0.086 -3.060 -1.155
H -0.686 -2.163 -0.101
O 0.082 -2.727 -0.255
```

Values from the calculation:
Orbital gap (alpha / beta): 10.52 / 3.14 eV
Net charge: +1
E_HOMO (alpha / beta): -0.53096 / -0.53006 Ha
Relative energy (zero: lowest compared OMol25 entry of this formula, charge and spin): 21.81 kcal/mol
Spin multiplicity: 2
Energy: -498.7024 Ha

Below is 7 unconnected molecules or ions with the total composition CH16O6S, with properties calculated with ωB97M-V with the def2-TZVPD basis set.

XYZ file:
```
24
CH16O6S ωB97M-V with the def2-TZVPD basis set
C -0.324 0.633 -2.343
S 1.373 0.602 -2.899
H -0.261 0.189 -1.237
H -0.806 -0.025 -3.039
H -0.759 1.675 -2.341
H 2.017 1.407 -1.963
O -1.250 2.285 2.775
H -0.397 2.753 2.578
H -1.337 2.072 3.772
O -1.287 -5.383 3.129
H -1.070 -5.067 2.212
H -1.962 -4.778 3.516
O 1.402 3.215 1.702
H 1.778 2.276 1.531
H 1.597 3.545 2.657
O 1.721 0.021 1.063
H 1.384 -0.826 0.694
H 2.620 -0.157 1.008
O -1.369 0.679 0.597
H -0.492 0.495 0.862
H -1.704 1.416 1.254
O -1.437 -2.383 -2.451
H -1.672 -3.309 -2.209
H -1.201 -2.567 -3.387
```

Values from the calculation:
Orbital gap: 8.42 eV
E_HOMO: -0.30813 Ha
SMILES: CS.O.O.O.O.O.O
Relative energy (zero: lowest compared OMol25 entry of this formula, charge and spin): 43.08 kcal/mol
Energy: -897.2545 Ha

Below is a molecular structure, CH19MnO12, with properties calculated with ωB97M-V with the def2-TZVPD basis set.

XYZ file:
```
33
CH19MnO12 ωB97M-V with the def2-TZVPD basis set
O -27.081 21.501 20.152
H -27.804 20.871 20.101
H -27.081 22.066 19.376
H -27.151 21.866 21.037
Mn -30.596 20.776 18.907
C -29.286 18.629 19.483
O -30.129 18.710 18.571
O -28.835 17.598 20.004
O -29.076 19.706 20.028
O -29.568 19.857 23.081
H -29.464 19.889 22.130
H -30.446 19.501 23.215
O -28.679 18.277 16.160
H -29.513 18.091 15.727
H -28.889 18.276 17.094
O -32.691 17.872 20.615
H -32.106 17.814 19.859
H -33.007 18.775 20.604
O -29.739 15.414 18.548
H -29.643 14.695 19.173
H -29.603 16.204 19.070
O -27.332 18.502 22.302
H -28.087 18.862 22.767
H -27.598 18.492 21.383
O -32.103 17.996 16.150
H -31.658 18.059 16.995
H -32.110 18.893 15.815
O -29.989 15.913 21.987
H -30.709 15.545 21.473
H -29.586 16.558 21.406
O -26.557 16.652 19.264
H -27.346 17.153 19.469
H -26.503 15.994 19.957
```

Values from the calculation:
Orbital gap (alpha / beta): 4.13 / 4.05 eV
Net charge: +1
E_HOMO (alpha / beta): -0.46319 / -0.46315 Ha
Relative energy (zero: lowest compared OMol25 entry of this formula, charge and spin): 192.47 kcal/mol
Spin multiplicity: 6
Energy: -2102.9565 Ha

Below is 9 unconnected molecules or ions with the total composition CH21O9, with properties calculated with ωB97M-V with the def2-TZVPD basis set.

XYZ file:
```
31
CH21O9 ωB97M-V with the def2-TZVPD basis set
O -0.916 -4.019 1.270
H -0.784 -3.088 1.074
H -1.827 -4.222 1.047
H -0.263 -4.562 0.822
O 2.551 -0.814 -1.808
H 2.515 -1.708 -2.156
H 3.379 -0.741 -1.328
H 1.729 -0.690 -1.326
C -1.746 0.936 0.456
O -1.136 -0.258 0.147
H -2.358 0.936 1.358
H -0.933 1.660 0.506
H -2.454 1.279 -0.297
O 3.169 2.267 1.697
H 3.840 2.502 2.337
H 3.570 1.575 1.171
O -4.861 -1.677 -1.761
H -4.945 -1.345 -2.655
H -4.013 -1.349 -1.462
O 0.711 -0.312 4.110
H 0.170 0.140 3.463
H 1.037 -1.087 3.651
O -0.839 -3.387 -2.692
H -0.923 -2.560 -2.218
H 0.090 -3.608 -2.627
O 0.864 5.391 1.458
H 1.256 5.508 2.323
H 1.078 4.489 1.217
O 0.996 3.141 -2.559
H 0.265 3.060 -1.946
H 0.777 2.545 -3.275
```

Values from the calculation:
Orbital gap: 4.16 eV
Net charge: +1
E_HOMO: -0.35737 Ha
Relative energy (zero: lowest compared OMol25 entry of this formula, charge and spin): 147.86 kcal/mol
Energy: -727.2909 Ha

Below is 12 unconnected molecules or ions with the total composition CH23O14, with properties calculated with ωB97M-V with the def2-TZVPD basis set.

XYZ file:
```
38
CH23O14 ωB97M-V with the def2-TZVPD basis set
C 0.715 0.508 0.399
O 0.177 1.173 -0.468
O -0.016 0.255 1.540
O 1.775 -0.112 0.181
H -0.766 0.757 1.574
O -0.376 -0.212 -2.805
H -0.442 0.688 -2.455
H -0.479 -0.725 -2.008
O -3.136 -1.078 2.408
H -4.008 -0.733 2.316
H -2.753 -0.372 2.913
O -2.260 1.688 2.180
H -2.307 2.646 2.107
H -3.066 1.572 1.762
O 2.402 -2.682 1.016
H 3.219 -2.733 0.535
H 2.099 -1.790 0.976
O -2.141 -1.410 -0.169
H -1.207 -1.594 -0.111
H -2.458 -1.321 0.737
O 3.103 -1.245 -1.892
H 2.747 -0.847 -1.118
H 2.372 -1.813 -2.245
O 0.340 -2.117 -0.989
H 0.680 -1.259 -0.837
H 0.749 -2.499 -1.789
O 0.775 3.501 -1.502
H 0.505 2.728 -1.034
H 0.499 3.292 -2.447
O 3.128 2.184 -0.546
H 2.295 2.612 -0.864
H 2.732 1.458 0.009
O -2.227 1.617 -1.514
H -2.205 2.459 -1.992
H -1.330 1.558 -1.048
O 0.046 -2.258 2.651
H 0.886 -2.529 2.241
H -0.053 -1.382 2.296
```

Values from the calculation:
Orbital gap: 9.37 eV
Net charge: -1
E_HOMO: -0.26661 Ha
Relative energy (zero: lowest compared OMol25 entry of this formula, charge and spin): 60.59 kcal/mol
Energy: -1105.3579 Ha